The following is a DFT calculation (ωB97M-V/def2-TZVPD) of a structure of composition C28H54BF9N4O6PS2.

Output
Gap between HOMO and LUMO = 5.0 eV
<S²> = 2.009
Max |F| = 6.109 eV/A
Net charge = -1
Molar mass = 819.66 g mol⁻¹
HOMO energy = -0.15712 Eh
Multiplicity = 3

Geometry (Å):
N1 -2.45 0.29 5.28
C1 -2.17 0.31 3.82
P1 -3.49 1.20 2.76
C2 -4.65 -0.34 2.52
C3 -6.13 0.19 2.25
C4 -7.30 -0.79 2.76
C5 -8.54 -0.92 1.75
C6 -9.69 0.21 1.99
F1 -9.00 1.35 2.47
F2 -10.24 0.44 0.68
C7 -10.73 -0.42 3.02
F3 -10.09 -1.12 4.08
F4 -11.50 -1.41 2.34
S1 -11.92 0.78 3.83
F5 -13.21 0.06 3.02
F6 -11.81 1.90 2.60
F7 -10.74 1.50 4.75
F8 -12.17 -0.30 5.09
F9 -13.03 1.79 4.57
O1 -2.65 1.05 1.22
C8 -2.97 2.37 0.66
C9 -3.08 3.56 1.79
N2 -4.25 4.49 1.71
C10 -4.97 4.44 2.80
S2 -6.22 3.97 3.81
B1 -1.82 4.62 1.64
O2 -1.43 4.99 0.29
O3 -1.11 5.20 2.75
O4 -2.87 2.84 3.03
H1 -2.56 1.23 5.66
H2 -3.28 -0.30 5.50
H3 -1.95 -0.74 3.40
H4 -1.20 0.91 3.69
H5 -4.24 1.34 4.01
H6 -4.47 1.91 1.93
H7 -4.62 -1.05 3.42
H8 -4.28 -0.92 1.59
H9 -6.25 0.31 1.11
H10 -6.35 1.22 2.73
H11 -7.62 -0.54 3.84
H12 -6.83 -1.84 2.83
H13 -9.05 -1.94 1.92
H14 -8.17 -0.92 0.67
H15 -2.08 2.52 -0.06
H16 -3.86 2.40 -0.07
H17 -2.15 5.52 -0.11
H18 -1.58 6.03 3.02
C11 4.05 1.02 -2.18
C12 2.79 0.88 -1.29
C13 1.57 0.55 -2.19
C14 1.10 1.76 -3.00
C15 0.84 2.96 -2.10
C16 2.03 3.30 -1.18
N3 2.58 2.11 -0.47
O5 1.71 1.80 0.53
C17 3.16 3.98 -1.99
C18 1.58 4.42 -0.20
C19 3.11 -0.35 -0.40
H19 4.50 0.04 -2.38
H20 3.84 1.44 -3.16
H21 4.82 1.62 -1.70
H22 0.73 0.20 -1.57
H23 1.82 -0.27 -2.87
H24 1.83 2.01 -3.77
H25 0.18 1.50 -3.53
H26 0.59 3.83 -2.72
H27 -0.05 2.75 -1.50
H28 4.04 4.14 -1.37
H29 2.84 4.95 -2.37
H30 3.46 3.41 -2.87
H31 0.70 4.14 0.38
H32 1.31 5.33 -0.74
H33 2.38 4.67 0.50
H34 4.00 -0.16 0.21
H35 3.31 -1.23 -1.01
H36 2.29 -0.63 0.27
C20 6.13 -5.79 -2.80
C21 6.30 -4.38 -3.44
C22 7.40 -4.45 -4.52
C23 8.81 -4.56 -3.92
C24 9.06 -3.45 -2.91
C25 7.97 -3.34 -1.82
N4 6.59 -3.36 -2.39
O6 6.37 -2.14 -2.94
C26 8.12 -4.50 -0.81
C27 8.25 -2.08 -0.98
C28 4.93 -4.13 -4.12
H37 5.46 -6.42 -3.39
H38 7.06 -6.35 -2.74
H39 5.69 -5.72 -1.80
H40 7.36 -3.56 -5.15
H41 7.23 -5.31 -5.18
H42 8.95 -5.54 -3.45
H43 9.55 -4.51 -4.73
H44 10.04 -3.61 -2.44
H45 9.14 -2.51 -3.46
H46 7.30 -4.49 -0.08
H47 9.05 -4.40 -0.24
H48 8.16 -5.49 -1.26
H49 8.30 -1.17 -1.58
H50 9.22 -2.16 -0.47
H51 7.48 -1.94 -0.21
H52 4.13 -4.12 -3.38
H53 4.71 -4.91 -4.84
H54 4.89 -3.19 -4.67

---

The following is a DFT calculation (ωB97M-V/def2-TZVPD) of a structure of composition C32H40CdClN2O2SeSi.

Output
Gap between HOMO and LUMO = 6.1 eV
Max |F| = 1.144 eV/A
Net charge = -1
Molar mass = 739.60 g mol⁻¹
HOMO energy = -0.14925 Eh
Multiplicity = 1

Geometry (Å):
Cd1 0.05 -0.35 -0.49
C1 1.42 -2.82 -0.81
C2 1.96 -1.46 -0.97
C3 2.80 -1.26 0.20
C4 2.69 -2.35 1.03
C5 1.82 -3.31 0.41
C6 1.46 -4.64 0.99
C7 3.38 -2.53 2.35
C8 3.74 -0.10 0.36
C9 2.49 -1.01 -2.33
C10 0.64 -3.56 -1.85
H1 2.29 -5.35 0.90
H2 0.60 -5.06 0.45
H3 1.19 -4.55 2.04
H4 2.95 -1.86 3.10
H5 4.44 -2.32 2.27
H6 3.26 -3.55 2.70
H7 4.64 -0.25 -0.24
H8 4.05 0.02 1.40
H9 3.28 0.83 0.04
H10 3.34 -1.64 -2.61
H11 2.82 0.03 -2.30
H12 1.73 -1.10 -3.10
H13 1.22 -4.41 -2.23
H14 0.41 -2.90 -2.68
H15 -0.30 -3.94 -1.45
Cl1 -0.33 -4.57 5.82
C11 -0.62 -3.67 4.36
C12 -1.44 -4.21 3.37
C13 -1.66 -3.51 2.22
C14 -1.06 -2.23 1.96
O1 -1.36 -1.61 0.91
C15 -0.22 -1.71 3.01
C16 0.41 -0.44 2.93
N1 0.46 0.32 1.89
C17 1.02 1.57 1.97
C18 2.13 1.90 2.73
C19 2.58 3.22 2.80
C20 1.91 4.23 2.16
C21 0.78 3.94 1.37
C22 0.00 4.92 0.74
C23 -1.08 4.54 -0.03
C24 -1.31 3.17 -0.22
N2 -0.63 2.23 0.38
C25 0.37 2.59 1.21
C26 -0.03 -2.45 4.19
H16 -1.90 -5.18 3.52
H17 -2.28 -3.92 1.44
H18 0.81 -0.06 3.88
H19 2.66 1.13 3.27
H20 3.45 3.45 3.40
H21 2.22 5.26 2.26
H22 0.26 5.97 0.87
H23 -1.72 5.27 -0.50
H24 -2.08 2.85 -0.91
H25 0.61 -2.05 4.96
C27 0.78 3.33 -5.62
Si1 -0.08 3.41 -3.91
C28 -1.69 4.42 -4.15
C29 1.08 4.46 -2.80
Se1 -0.56 1.37 -3.13
H26 0.73 4.28 -6.14
H27 0.31 2.57 -6.24
H28 1.83 3.06 -5.51
H29 -1.50 5.34 -4.69
H30 -2.15 4.66 -3.20
H31 -2.40 3.84 -4.73
H32 1.35 5.39 -3.29
H33 2.00 3.92 -2.59
H34 0.61 4.70 -1.86
C30 -3.64 -1.42 -3.23
C31 -2.73 -1.09 -2.07
C32 -3.33 -0.24 -1.00
O2 -1.61 -1.53 -2.01
H35 -4.53 -1.95 -2.88
H36 -3.11 -2.03 -3.96
H37 -3.95 -0.49 -3.70
H38 -4.31 0.16 -1.26
H39 -2.63 0.57 -0.79
H40 -3.39 -0.83 -0.08

---

The following is a DFT calculation (ωB97M-V/def2-TZVPD) of the molecule C6H9N.

Output
Gap between HOMO and LUMO = 8.5 eV
Structure (SMILES) = Cc1cc[nH]c1C
Max |F| = 3.807 eV/A
Molar mass = 95.14 g mol⁻¹
HOMO energy = -0.27248 Eh
Multiplicity = 1

Geometry (Å):
C1 -1.33 1.47 -0.14
C2 -0.07 0.64 -0.05
C3 0.06 -0.72 -0.10
C4 -1.08 -1.65 0.14
C5 1.43 -1.07 -0.02
C6 2.11 0.11 -0.07
N1 1.21 1.14 -0.12
H1 -2.17 0.96 0.35
H2 -1.61 1.62 -1.18
H3 -1.24 2.45 0.34
H4 -0.93 -2.74 -0.02
H5 -2.09 -1.34 -0.20
H6 -0.71 -1.20 1.14
H7 1.85 -2.07 0.04
H8 3.17 0.30 -0.11
H9 1.44 2.11 0.01

---

The following is a DFT calculation (ωB97M-V/def2-TZVPD) of the molecule C8H6NP.

Output
Gap between HOMO and LUMO (alpha / beta) = 4.8 / 4.8 eV
Max |F| = 5.500 eV/A
Molar mass = 147.12 g mol⁻¹
HOMO energy (alpha / beta) = -0.26899 / -0.26891 Eh
Multiplicity = 1

Geometry (Å):
C1 -2.28 0.29 1.25
C2 2.20 -0.20 0.24
C3 1.98 0.37 -1.11
C4 1.16 -0.61 0.91
C5 0.74 0.27 -1.68
C6 -0.27 -0.64 0.41
C7 -0.44 -0.16 -1.07
C8 -3.35 0.87 1.47
N1 -1.04 0.10 1.28
P1 -1.83 -0.46 -1.95
H1 3.23 -0.12 0.56
H2 2.80 0.81 -1.62
H3 1.31 -0.73 2.02
H4 0.75 0.73 -2.77
H5 -0.58 -1.63 0.31
H6 -4.37 1.13 1.76

---

The following is a DFT calculation (ωB97M-V/def2-TZVPD) of a cluster of 11 separate species, C5H35N2O10 in total.

Output
Gap between HOMO and LUMO = 9.5 eV
Max |F| = 5.564 eV/A
Net charge = +1
Molar mass = 283.34 g mol⁻¹
HOMO energy = -0.45052 Eh
Multiplicity = 1

Geometry (Å):
C1 2.48 -1.62 -1.41
C2 1.86 -3.01 -0.83
C3 0.41 -3.52 -1.06
C4 -0.51 -2.94 0.08
N1 -1.06 -1.62 -0.23
C5 -2.27 -1.59 -1.06
N2 1.55 -0.44 -1.14
H1 2.55 -1.77 -2.57
H2 3.39 -1.50 -0.88
H3 2.52 -3.73 -1.16
H4 2.14 -2.93 0.14
H5 0.36 -4.72 -1.23
H6 0.27 -3.09 -2.16
H7 0.07 -3.12 1.09
H8 -1.38 -3.62 0.28
H9 -1.08 -1.01 0.57
H10 -2.08 -2.38 -1.90
H11 -2.64 -0.56 -1.40
H12 -3.16 -2.08 -0.44
H13 2.00 0.03 -0.35
H14 0.61 -0.88 -0.91
H15 1.47 0.28 -2.06
H16 -1.22 0.85 -2.11
H17 -0.63 -0.61 -2.72
O1 -0.42 0.31 -2.33
H18 -1.52 1.93 -0.82
H19 -1.55 3.31 -1.37
O2 -2.09 2.53 -1.32
H20 1.13 1.33 3.38
H21 2.37 2.09 3.20
O3 1.93 1.39 2.87
H22 1.83 1.66 0.85
H23 3.16 1.49 0.26
O4 2.27 1.84 0.09
H24 0.62 2.66 -1.96
H25 1.80 3.43 -2.65
O5 0.95 3.08 -2.75
H26 -1.48 0.85 3.49
H27 -0.28 0.03 3.95
O6 -0.61 0.57 3.33
H28 -0.68 0.92 1.55
H29 -0.39 2.36 1.02
O7 -0.46 1.46 0.70
H30 4.17 -0.64 1.53
H31 2.69 0.10 2.02
O8 3.35 -0.16 1.28
H32 -4.66 1.30 -0.02
H33 -3.53 2.45 -0.18
O9 -4.37 2.10 0.36
H34 -3.49 2.77 1.68
H35 -3.42 1.88 2.86
O10 -2.95 2.52 2.46

---

The following is a DFT calculation (ωB97M-V/def2-TZVPD) of a cluster of 3 separate species, C20H49FN6O6P2 in total.

Output
Gap between HOMO and LUMO = 6.5 eV
Structure (SMILES) = C[C@H](F)C[C@@H]1C[C@H](COO)OC1=O.CN(C)P(=O)(N(C)C)N(C)C.CN(C)P(=O)(N(C)C)N(C)C
Max |F| = 9.473 eV/A
Molar mass = 550.59 g mol⁻¹
HOMO energy = -0.28368 Eh
Multiplicity = 1

Geometry (Å):
C1 2.94 -5.97 -1.79
C2 4.48 -5.92 -2.41
F1 4.64 -7.23 -3.15
C3 5.66 -5.90 -1.27
C4 6.26 -4.43 -0.91
C5 6.02 -3.81 0.62
C6 4.54 -3.11 0.28
C7 3.52 -4.15 1.04
O1 3.60 -3.80 2.50
O2 3.00 -4.83 3.07
O3 4.41 -2.90 -1.18
C8 5.79 -3.09 -1.73
O4 6.44 -2.39 -2.68
H1 2.83 -6.70 -0.88
H2 2.25 -6.35 -2.69
H3 2.52 -4.89 -1.53
H4 4.55 -5.09 -3.23
H5 6.56 -6.56 -1.68
H6 5.27 -6.48 -0.30
H7 7.44 -4.61 -0.93
H8 6.07 -4.54 1.54
H9 6.74 -2.86 0.70
H10 4.32 -2.05 0.72
H11 4.00 -5.23 0.96
H12 2.42 -4.10 0.66
H13 3.68 -5.56 3.21
O5 0.42 -1.89 0.87
P1 0.14 -0.50 1.51
N1 0.49 -1.13 3.07
C9 -0.27 -1.00 4.31
C10 1.92 -1.27 3.35
N2 -1.59 -0.72 1.13
C11 -2.64 -1.07 2.09
C12 -1.84 -1.68 0.01
N3 -0.18 1.08 2.25
C13 0.92 1.78 2.94
C14 -1.45 1.66 2.66
H14 -0.31 0.01 4.70
H15 0.15 -1.62 5.10
H16 -1.30 -1.36 4.19
H17 2.44 -0.31 3.37
H18 2.40 -1.89 2.58
H19 2.13 -1.76 4.31
H20 -2.48 -2.05 2.55
H21 -3.61 -1.11 1.58
H22 -2.81 -0.34 2.88
H23 -1.74 -2.72 0.34
H24 -1.16 -1.51 -0.83
H25 -2.85 -1.57 -0.40
H26 1.12 1.36 3.92
H27 0.70 2.84 3.11
H28 1.84 1.75 2.34
H29 -1.83 1.19 3.56
H30 -2.19 1.62 1.85
H31 -1.37 2.72 2.91
O6 -4.22 2.20 -1.93
P2 -4.19 3.69 -1.51
N4 -4.54 4.18 -3.11
C15 -3.88 5.18 -3.94
C16 -5.95 4.04 -3.49
N5 -2.42 3.54 -1.28
C17 -1.39 4.05 -2.19
C18 -1.97 2.13 -1.04
N6 -4.14 5.40 -1.03
C19 -5.36 6.21 -1.15
C20 -2.99 6.28 -0.91
H32 -4.01 6.20 -3.58
H33 -4.25 5.17 -4.97
H34 -2.81 5.00 -4.03
H35 -6.60 4.69 -2.91
H36 -6.28 3.01 -3.33
H37 -6.14 4.26 -4.55
H38 -1.44 3.59 -3.18
H39 -0.39 3.84 -1.78
H40 -1.37 5.13 -2.31
H41 -1.94 1.55 -1.97
H42 -2.61 1.61 -0.31
H43 -0.96 2.11 -0.60
H44 -5.57 6.50 -2.19
H45 -5.31 7.15 -0.59
H46 -6.23 5.66 -0.76
H47 -2.60 6.57 -1.88
H48 -2.21 5.85 -0.28
H49 -3.24 7.23 -0.41

---

The following is a DFT calculation (ωB97M-V/def2-TZVPD) of the molecule C3H2N4O.

Output
Gap between HOMO and LUMO = 8.6 eV
Structure (SMILES) = O=c1ccnnnn1
Max |F| = 4.174 eV/A
Molar mass = 110.08 g mol⁻¹
HOMO energy = -0.35797 Eh
Multiplicity = 1

Geometry (Å):
C1 -1.25 -0.35 0.19
C2 -0.44 0.82 -0.45
C3 0.86 0.94 -0.09
H1 -1.15 1.72 -0.75
H2 1.60 1.78 -0.17
N1 1.41 -0.04 0.81
N2 1.25 -1.31 0.69
N3 0.58 -1.70 -0.51
N4 -0.64 -1.42 -0.55
O1 -2.22 -0.44 0.84

---

The following is a DFT calculation (ωB97M-V/def2-TZVPD) of a structure of composition C34H30IrN10O2S.

Output
Gap between HOMO and LUMO = 7.4 eV
Max |F| = 1.605 eV/A
Net charge = +1
Molar mass = 834.97 g mol⁻¹
HOMO energy = -0.39194 Eh
Multiplicity = 1

Geometry (Å):
Ir1 0.19 -0.94 0.40
N1 -5.04 1.16 5.95
C1 -4.28 0.44 5.06
C2 -3.01 -0.02 5.42
C3 -2.24 -0.70 4.50
C4 -2.73 -0.94 3.22
C5 -4.00 -0.49 2.85
C6 -4.76 0.20 3.76
S1 -1.76 -1.83 2.11
O1 -2.18 -3.19 2.03
O2 -0.32 -1.54 2.36
N2 -1.83 -1.07 0.66
C7 -2.49 -1.67 -0.41
N3 -1.67 -1.85 -1.45
C8 -2.21 -2.38 -2.55
C9 -3.54 -2.75 -2.59
C10 -4.28 -2.53 -1.44
N4 -3.77 -1.99 -0.34
H1 -4.77 1.17 6.92
H2 -6.00 1.35 5.75
H3 -2.63 0.16 6.41
H4 -1.24 -1.04 4.77
H5 -4.38 -0.69 1.86
H6 -5.75 0.55 3.48
H7 -1.54 -2.53 -3.39
H8 -3.98 -3.19 -3.47
H9 -5.33 -2.81 -1.40
C11 -0.32 1.17 -2.40
C12 0.90 0.32 -2.30
N5 1.12 -0.61 -1.39
C13 2.37 -1.15 -1.64
C14 2.89 -0.55 -2.73
N6 1.95 0.38 -3.14
C15 2.12 1.26 -4.29
N7 2.33 0.49 -5.48
N8 3.50 0.64 -6.17
N9 3.50 -0.14 -7.17
C16 2.31 -0.85 -7.18
C17 1.85 -1.83 -8.06
C18 0.62 -2.38 -7.79
C19 -0.15 -1.97 -6.68
C20 0.30 -1.00 -5.80
C21 1.55 -0.45 -6.08
H10 -1.02 0.85 -1.63
H11 -0.80 1.08 -3.37
H12 -0.08 2.22 -2.23
H13 2.78 -1.94 -1.03
H14 3.82 -0.69 -3.25
H15 3.00 1.88 -4.16
H16 1.23 1.89 -4.37
H17 2.44 -2.14 -8.91
H18 0.22 -3.14 -8.45
H19 -1.11 -2.43 -6.51
H20 -0.30 -0.69 -4.95
N10 1.46 -0.01 1.27
C22 1.71 0.80 2.21
C23 3.14 0.98 2.59
C24 4.01 -0.10 2.55
C25 5.35 0.06 2.88
C26 5.82 1.32 3.24
C27 4.96 2.40 3.28
C28 3.62 2.24 2.97
C29 0.63 1.55 2.90
C30 -0.51 1.94 2.21
C31 -1.55 2.57 2.89
C32 -1.45 2.81 4.25
C33 -0.30 2.43 4.93
C34 0.74 1.80 4.27
H21 3.63 -1.08 2.28
H22 6.02 -0.78 2.86
H23 6.86 1.45 3.50
H24 5.32 3.38 3.56
H25 2.94 3.08 2.99
H26 -0.57 1.79 1.14
H27 -2.44 2.87 2.35
H28 -2.26 3.29 4.78
H29 -0.21 2.63 6.00
H30 1.62 1.50 4.80

---

The following is a DFT calculation (ωB97M-V/def2-TZVPD) of a cluster of 2 separate species, C3H7NO2 in total.

Output
Gap between HOMO and LUMO = 10.6 eV
Structure (SMILES) = C=NO.CC=O
Max |F| = 2.266 eV/A
Molar mass = 89.09 g mol⁻¹
HOMO energy = -0.35845 Eh
Multiplicity = 1

Geometry (Å):
C1 1.01 0.14 1.50
C2 -1.38 -0.66 -0.87
N1 1.51 -0.49 0.52
C3 -1.10 0.72 -0.27
O1 2.21 0.30 -0.39
O2 -1.71 1.19 0.66
H1 2.54 -0.32 -1.05
H2 0.49 -0.46 2.22
H3 1.23 1.18 1.72
H4 -0.50 1.35 -0.95
H5 -2.11 -1.20 -0.27
H6 -1.74 -0.52 -1.89
H7 -0.46 -1.23 -0.92

---

The following is a DFT calculation (ωB97M-V/def2-TZVPD) of a structure of composition C11H12Cl4N3O2Pd.

Output
Gap between HOMO and LUMO (alpha / beta) = 7.5 / 7.8 eV
<S²> = 2.044
Max |F| = 0.632 eV/A
Net charge = +1
Molar mass = 466.47 g mol⁻¹
HOMO energy (alpha / beta) = -0.37338 / -0.45040 Eh
Multiplicity = 3

Geometry (Å):
Pd1 -0.39 0.13 0.20
C1 4.34 -0.38 2.54
O1 3.65 -0.26 1.28
C2 2.33 -0.23 1.24
O2 1.77 -0.14 0.15
N1 1.64 -0.28 2.41
N2 0.24 -0.31 2.35
H1 5.40 -0.37 2.28
H2 4.10 -1.34 3.01
H3 4.12 0.47 3.18
H4 2.10 -0.46 3.29
H5 -0.14 0.42 2.94
H6 -0.10 -1.21 2.67
Cl1 -2.58 -5.11 1.50
C3 -2.57 -3.48 0.94
C4 -2.90 -2.45 1.83
C5 -2.87 -1.15 1.40
C6 -2.50 -0.82 0.05
C7 -2.51 0.53 -0.39
C8 -2.24 -1.91 -0.83
C9 -2.26 -3.21 -0.39
H7 -3.20 -2.70 2.84
H8 -3.14 -0.34 2.07
H9 -2.91 1.30 0.25
H10 -2.48 0.75 -1.45
H11 -2.00 -1.69 -1.87
H12 -2.05 -4.03 -1.07
Cl2 1.54 5.95 -0.09
C10 -0.06 5.22 -0.06
Cl3 -0.98 5.76 1.34
Cl4 -0.94 5.53 -1.55
C11 0.13 3.75 0.05
N3 0.30 2.61 0.11

---

The following is a DFT calculation (ωB97M-V/def2-TZVPD) of a structure of composition F2O4S3.

Output
Gap between HOMO and LUMO (alpha / beta) = 7.5 / 7.4 eV
<S²> = 2.006
Max |F| = 6.710 eV/A
Molar mass = 198.19 g mol⁻¹
HOMO energy (alpha / beta) = -0.27497 / -0.43476 Eh
Multiplicity = 3

Geometry (Å):
O1 1.24 -0.26 -1.10
O2 2.33 -0.94 0.87
O3 -0.06 -0.13 0.95
O4 -0.99 1.03 -1.12
F1 1.74 1.37 0.61
F2 -1.23 -1.46 -0.70
S1 -3.09 0.46 0.35
S2 1.39 -0.15 0.25
S3 -1.33 0.08 -0.11